This record from OMol25 describes a structure of composition C3H6OS2. The level of theory is the ωB97M-V functional and the def2-TZVPD basis.

Summary:
- total energy (eV) = -26920.947
- HOMO (eV) = -9.64
- largest force on an atom (eV Å⁻¹) = 3.45
- multiplicity = 1
- ΔE to the lowest compared entry with this formula, charge and spin (kcal/mol) = 126.7
- Kohn-Sham gap (eV) = 7.946
- total charge = 0

Atoms and positions in Å:
C 0.331 -0.835 -1.554
C 0.075 0.071 -0.386
C 0.461 -1.155 -0.094
O -3.196 1.450 -0.269
S -2.866 -1.329 -0.857
S -2.464 0.260 0.166
H -0.722 -1.041 -1.852
H 1.085 -0.963 -2.294
H 0.134 1.050 -0.014
H -1.557 1.543 -3.062
H 0.826 -1.865 0.588
H -1.693 0.907 -2.560

This record from OMol25 describes an isolated molecule of C4H6N4. The level of theory is the ωB97M-V functional and the def2-TZVPD basis.

Summary:
- total energy (eV) = -10204.392
- HOMO (eV) = -9.15
- largest force on an atom (eV Å⁻¹) = 3.44
- multiplicity = 1
- ΔE to the lowest compared entry with this formula, charge and spin (kcal/mol) = 35.7
- Kohn-Sham gap (eV) = 9.613
- total charge = 0

Atoms and positions in Å:
C 2.460 -0.824 -0.028
C 1.124 -0.194 0.010
N 1.041 1.139 -0.032
N -0.148 1.800 0.111
C -1.216 1.081 -0.108
C -1.073 -0.366 -0.058
N -2.258 -1.113 -0.067
N 0.072 -0.993 0.053
H 2.735 -1.307 1.012
H 3.220 0.060 -0.182
H 2.477 -1.642 -0.798
H -2.076 1.648 -0.062
H -3.028 -0.665 0.492
H -2.046 -2.116 0.191

This record from OMol25 describes a structure of composition C21H32N5S5SbTi. The level of theory is the ωB97M-V functional and the def2-TZVPD basis.

Summary:
- total energy (eV) = -113580.177
- HOMO (spin up / spin down) (eV) = -0.25 / -0.82
- largest force on an atom (eV Å⁻¹) = 1.02
- <S²> = 2.005
- multiplicity = 3
- ΔE to the lowest compared entry with this formula, charge and spin (kcal/mol) = 5.3
- Kohn-Sham gap (spin up / spin down) (eV) = 4.572 / 5.135
- total charge = -2

Atoms and positions in Å:
Ti 1.082 -0.597 0.251
C 1.941 -2.613 2.477
N 1.219 -1.333 2.456
C 1.912 -0.369 3.309
C -0.178 -1.549 2.791
C -0.626 -1.453 4.090
C -1.972 -1.655 4.403
C -2.850 -1.964 3.383
C -2.410 -2.096 2.071
C -1.062 -1.916 1.731
N -0.510 -1.977 0.484
C -0.969 -2.632 -0.616
C -1.929 -3.661 -0.625
C -2.286 -4.320 -1.791
C -1.696 -3.991 -2.999
C -0.708 -3.008 -3.007
C -0.320 -2.351 -1.858
N 0.753 -1.363 -1.893
C 0.266 -0.093 -2.458
C 1.921 -1.797 -2.671
H 1.973 -3.001 3.507
H 2.951 -2.451 2.096
H 1.417 -3.318 1.830
H 2.102 -0.775 4.314
H 1.314 0.539 3.388
H 2.861 -0.140 2.817
H 0.078 -1.190 4.869
H -2.319 -1.554 5.423
H -3.905 -2.091 3.599
H -3.126 -2.292 1.285
H -2.385 -3.956 0.310
H -3.032 -5.106 -1.745
H -1.980 -4.492 -3.915
H -0.221 -2.754 -3.941
H -0.045 -0.246 -3.502
H 1.069 0.649 -2.472
H -0.569 0.248 -1.849
H 1.666 -1.956 -3.724
H 2.320 -2.713 -2.232
H 2.673 -1.012 -2.607
S 2.529 2.218 -3.879
Sb 3.988 2.601 -2.104
S 2.729 1.307 0.020
S 3.641 -0.614 0.123
S 3.610 4.799 -1.396
C -0.813 3.091 -2.342
N -1.420 2.892 -1.016
C -2.632 2.090 -1.059
C -0.606 2.773 0.090
S -0.690 1.426 1.148
N 0.158 3.833 0.364
C 0.116 5.092 -0.371
C 1.183 3.860 1.404
H -0.988 2.208 -2.956
H 0.264 3.224 -2.292
H -1.261 3.954 -2.843
H -3.231 2.459 -1.894
H -3.194 2.205 -0.134
H -2.443 1.023 -1.200
H -0.845 5.211 -0.867
H 0.947 5.150 -1.081
H 0.252 5.893 0.358
H 1.181 2.926 1.951
H 0.948 4.696 2.069
H 2.152 4.036 0.932

This record from OMol25 describes an isolated molecule of C4H7FO. The level of theory is the ωB97M-V functional and the def2-TZVPD basis.

Summary:
- total energy (eV) = -9024.912
- HOMO (eV) = -9.99
- largest force on an atom (eV Å⁻¹) = 2.82
- multiplicity = 1
- ΔE to the lowest compared entry with this formula, charge and spin (kcal/mol) = 31.3
- Kohn-Sham gap (eV) = 10.855
- total charge = 0

Atoms and positions in Å:
C -1.011 -0.621 -0.906
C -0.218 0.218 0.030
O -0.859 1.387 0.390
C 0.768 -0.335 1.008
C 1.232 0.515 -0.209
F 1.988 -0.210 -1.133
H -0.703 -1.686 -1.092
H -2.067 -0.585 -0.543
H -1.099 -0.068 -1.824
H -1.489 1.235 1.172
H 0.968 -1.425 1.046
H 0.848 0.076 2.037
H 1.642 1.500 0.024

This record from OMol25 describes a cluster of 2 separate species, H2OS2 in total. The level of theory is the ωB97M-V functional and the def2-TZVPD basis.

Summary:
- total energy (eV) = -23748.109
- HOMO (spin up / spin down) (eV) = -9.26 / -9.26
- largest force on an atom (eV Å⁻¹) = 3.10
- multiplicity = 1
- ΔE to the lowest compared entry with this formula, charge and spin (kcal/mol) = 35.5
- Kohn-Sham gap (spin up / spin down) (eV) = 7.786 / 7.793
- total charge = 0

Atoms and positions in Å:
O -3.253 3.374 2.756
S -2.521 4.134 1.752
S 0.499 0.200 -0.226
H -0.463 -0.206 -1.024
H -0.176 -0.226 0.735

This record from OMol25 describes a cluster of 2 separate species, C3H10N2O in total. The level of theory is the ωB97M-V functional and the def2-TZVPD basis.

Summary:
- total energy (eV) = -8300.165
- HOMO (eV) = -9.13
- largest force on an atom (eV Å⁻¹) = 2.13
- multiplicity = 1
- ΔE to the lowest compared entry with this formula, charge and spin (kcal/mol) = 30.9
- Kohn-Sham gap (eV) = 9.973
- total charge = 0

Atoms and positions in Å:
N 1.223 1.548 -1.518
C 0.978 0.187 -1.559
O -0.081 -0.232 -1.968
H 0.610 2.105 -2.091
H 1.702 2.096 -0.832
H 1.820 -0.359 -1.146
C -0.980 -1.580 0.532
C -0.928 -0.139 1.038
N 0.307 0.322 1.717
H -1.713 -2.194 1.057
H -1.252 -1.549 -0.518
H -0.065 -2.212 0.624
H -1.228 0.580 0.237
H -1.767 0.155 1.675
H 1.095 -0.054 1.142
H 0.280 1.326 1.608